{
  "formula": "C22H21N4O4S",
  "method": "the ωB97M-V functional and the def2-TZVPD basis",
  "elements": ["N", "C", "C", "C", "C", "C", "C", "C", "C", "C", "N", "C", "S", "H", "H", "H", "H", "H", "H", "H", "H", "H", "H", "H", "C", "C", "C", "C", "C", "C", "N", "O", "O", "H", "H", "H", "H", "H", "C", "C", "C", "C", "C", "C", "N", "O", "O", "H", "H", "H", "H", "H"],
  "xyz": [[1.27, 0.36, -1.02], [0.99, -0.11, -2.41], [0.59, -1.64, -2.43], [-0.48, -1.84, -3.60], [-1.67, -0.86, -3.26], [-2.59, -1.31, -2.22], [-3.70, -0.43, -1.85], [-3.80, 0.85, -2.51], [-2.89, 1.32, -3.56], [-1.80, 0.44, -3.95], [2.26, 0.00, -3.26], [1.93, 0.88, -4.02], [1.47, 2.06, -5.06], [0.90, -0.30, -0.33], [0.82, 1.27, -0.89], [1.47, -2.33, -2.51], [-0.01, -1.81, -1.48], [-0.06, -1.57, -4.61], [-0.87, -2.89, -3.65], [-2.40, -2.31, -1.75], [-4.40, -0.78, -1.06], [-4.62, 1.54, -2.21], [-2.96, 2.30, -4.07], [-1.03, 0.65, -4.71], [-2.05, -4.75, 3.14], [-0.89, -5.18, 2.51], [-0.05, -4.25, 1.91], [-0.38, -2.90, 1.96], [-1.54, -2.47, 2.59], [-2.38, -3.40, 3.18], [0.53, -1.92, 1.36], [1.53, -2.33, 0.80], [0.22, -0.74, 1.45], [-2.71, -5.48, 3.61], [-0.65, -6.23, 2.48], [0.85, -4.59, 1.42], [-1.79, -1.42, 2.62], [-3.29, -3.07, 3.67], [2.73, 2.12, 1.96], [2.49, 3.05, 0.96], [2.27, 4.38, 1.28], [2.30, 4.78, 2.61], [2.53, 3.85, 3.62], [2.74, 2.52, 3.30], [2.10, 6.19, 2.96], [1.88, 6.97, 2.05], [2.16, 6.50, 4.13], [2.90, 1.08, 1.71], [2.48, 2.73, -0.08], [2.09, 5.10, 0.49], [2.55, 4.16, 4.66], [2.93, 1.80, 4.08]],
  "lumo_ev": 1.34,
  "largest_force_ev_per_a": 2.79,
  "energy_ha": -1768.82706,
  "total_charge": -1,
  "homo_lumo_gap_ev": 3.2
}